Record 1
71
Properties=species:S:1:pos:R:3 method="wB97M-V/def2-TZVPD" orbital_gap_ha="0.2410 / 0.2285" spin_multiplicity=3 lumo_energy_ev="-6.5 / -6.9" s_squared=2.015 charge=+2
H 5.150 -3.017 0.414
N -0.525 1.771 1.626
H -3.206 -1.971 -0.637
C 1.202 -1.469 4.897
C 3.212 -2.270 0.956
C 0.612 -3.507 0.408
C 4.265 -2.656 -0.100
C -1.376 4.050 2.989
H 0.893 -0.463 6.755
S 1.625 -2.006 0.137
C -1.069 2.798 0.970
C -0.210 1.881 5.801
O -1.351 -0.982 0.504
H 0.333 5.183 -2.510
H 3.887 -3.243 -3.449
S -2.319 1.749 -1.780
H 1.095 -4.082 1.203
C -0.428 1.858 2.998
C -1.063 0.411 -4.748
H 3.096 -3.044 1.711
H 4.555 -1.794 -0.699
H -0.128 1.876 6.886
H 1.352 -2.209 2.875
C 1.055 -1.390 3.516
C 0.133 0.731 3.686
P -0.533 1.801 -2.444
H -0.352 0.060 -5.482
H -0.020 4.087 -4.822
H -1.689 4.950 3.517
H 2.913 -2.127 -2.490
H -2.641 0.419 -6.158
C 0.238 0.727 5.067
H -2.072 -0.175 2.768
H 1.246 -5.062 -0.951
N 0.541 -0.323 2.917
C -0.419 4.442 -2.737
C -0.715 2.948 5.154
C 3.104 -3.175 -2.698
C -2.200 1.117 -5.436
Tc 0.367 0.013 0.806
N -3.418 -1.767 0.326
C 0.797 -0.419 5.671
H -1.933 4.765 1.049
H -1.186 2.705 -0.100
C 0.408 -4.392 -0.848
C -1.503 3.956 1.637
C 1.834 -3.855 -3.236
H -1.278 4.593 -2.086
H -4.370 -1.845 0.632
H 3.482 -1.331 1.449
S 3.765 -3.999 -1.201
N -2.769 -0.692 2.268
C -2.493 -1.131 1.033
H 1.640 -2.358 5.331
H -1.729 3.906 -4.371
H -0.493 -4.988 -0.709
C -0.820 4.480 -4.192
S 0.241 -3.511 -2.411
H -1.049 3.819 5.711
H -1.389 -0.432 -4.148
O 0.213 3.171 -2.349
C -0.838 2.962 3.715
H -0.339 -3.134 0.765
H 1.962 -4.936 -3.308
H -3.684 -0.774 2.674
H -1.837 1.988 -5.986
O -0.241 1.287 -3.881
S 0.789 0.562 -1.389
H -1.006 5.517 -4.482
H -2.974 1.429 -4.740
H 1.656 -3.485 -4.244


Record 2
8
Properties=species:S:1:pos:R:3 method="wB97M-V/def2-TZVPD" orbital_gap_ha="0.3071 / 0.3063" spin_multiplicity=3 lumo_energy_ev="-0.4 / -2.4" s_squared=2.027 charge=0
O 0.270 0.499 -0.983
O 1.284 -0.590 -0.583
N -1.605 0.290 1.017
O 0.060 1.281 -0.007
O 1.473 -0.467 0.727
H 1.854 0.386 1.056
P -2.027 -0.724 -0.024
H -1.310 -0.675 -1.204


Record 3
39
Properties=species:S:1:pos:R:3 method="wB97M-V/def2-TZVPD" orbital_gap_ha=0.3159 smiles="S=C(Nc1cccnc1)N1CCN(c2ccccc2Cl)CC1" lumo_energy_ev=0.5 charge=0
C -0.603 -0.987 -1.166
H 3.223 -2.767 1.517
H 0.104 1.913 -1.697
C 0.325 1.430 0.849
H -0.151 -0.241 -1.799
H -1.683 2.597 1.988
Cl -3.894 -1.576 1.028
C 3.345 -1.812 1.031
H 5.415 -2.116 0.494
H 1.743 1.993 -0.495
N -0.598 2.236 0.253
H 3.939 1.467 -0.758
H -2.302 3.361 0.507
H -2.892 2.160 -1.690
H 0.930 -2.394 -1.617
N -2.405 0.547 -0.532
H -0.900 3.354 -1.475
H -2.654 0.544 1.537
N 4.745 -0.307 -0.165
H 1.330 -1.179 1.393
S 0.098 0.823 2.367
C 0.016 -2.218 -1.069
H -0.022 -4.160 -0.161
C -2.334 -1.740 0.285
H -3.825 1.540 0.647
C -2.041 1.483 -1.564
C -2.778 1.225 0.699
C -0.773 2.305 -1.185
C -0.514 -3.206 -0.260
H -1.891 0.952 -2.504
C 3.740 0.540 -0.229
C 4.558 -1.457 0.460
C -1.704 -2.964 0.403
C -1.774 -0.690 -0.461
C 2.285 -0.926 0.965
N 1.488 1.254 0.148
H -2.163 -3.733 1.004
C -1.864 2.451 0.923
C 2.482 0.299 0.330